[1]
Entry from OMol25: a structure of composition C39H63BIMnN8P (ωB97M-V/def2-TZVPD).

Geometry (Å):
Mn: 0.993263 0.485658 -0.017440
C: 1.544760 -2.538574 4.165225
C: 1.736621 -1.830659 2.824760
C: 2.959040 -2.395550 2.103816
C: 0.480572 -1.905522 1.997601
C: -0.561089 -2.800694 2.199799
C: -1.527588 -2.498866 1.264562
C: -2.801970 -3.289150 1.128240
C: -2.720686 -4.268144 -0.040925
C: -4.093555 -2.472268 1.106838
N: -1.081627 -1.457360 0.530323
N: 0.159635 -1.081144 0.989690
B: -1.670020 -0.799967 -0.754979
N: -1.838862 0.746964 -0.516934
N: -0.855312 1.460866 0.122511
C: -1.349895 2.679393 0.382001
C: -2.634441 2.765253 -0.153434
C: -2.917207 1.538973 -0.709008
C: -4.148768 1.297004 -1.539348
C: -3.754228 1.245358 -3.021225
C: -5.076854 0.160454 -1.111407
C: -0.784304 3.873357 1.127644
C: 0.673834 3.867244 1.574385
C: -1.674724 4.183414 2.339699
N: -0.690880 -1.060132 -1.929799
N: 0.591400 -0.658232 -1.696019
C: 1.345151 -1.121773 -2.700404
C: 0.530371 -1.733250 -3.636237
C: -0.748427 -1.731493 -3.104594
C: -1.847781 -2.506801 -3.809331
C: -3.305525 -2.338006 -3.407051
C: -1.467686 -3.997567 -3.807856
C: 2.850277 -1.066997 -2.720245
C: 3.361837 -1.069173 -1.291714
C: 3.439144 -2.265410 -3.469081
H: 2.419036 -2.373058 4.796971
H: 0.664376 -2.169468 4.694598
H: 1.437178 -3.615712 4.025976
H: 1.935922 -0.787060 3.046762
H: 2.819278 -3.448952 1.861090
H: 3.134750 -1.883574 1.160507
H: 3.846014 -2.280228 2.732556
H: -0.610483 -3.598375 2.919386
H: -2.821165 -3.882996 2.046196
H: -2.534091 -3.733049 -0.968590
H: -1.893277 -4.965294 0.084095
H: -3.657502 -4.822392 -0.137681
H: -4.303739 -2.082694 0.114967
H: -4.931992 -3.109852 1.393054
H: -4.053327 -1.631209 1.802516
H: -2.735456 -1.252564 -0.992233
H: -3.287584 3.622363 -0.139985
H: -4.722267 2.217064 -1.398150
H: -2.951937 0.526473 -3.188195
H: -4.606448 0.963489 -3.642462
H: -3.396103 2.221182 -3.353798
H: -4.751813 -0.804906 -1.483075
H: -5.149952 0.098921 -0.025418
H: -6.076721 0.346732 -1.507616
H: -0.912640 4.705731 0.429173
H: 0.755389 3.550534 2.610989
H: 1.302502 3.215781 0.974024
H: 1.082341 4.878220 1.520304
H: -1.629157 3.359400 3.052580
H: -1.319022 5.088341 2.836639
H: -2.714751 4.336196 2.054953
H: 0.838986 -2.240096 -4.533268
H: -1.779239 -2.159974 -4.846260
H: -3.517045 -2.735181 -2.416613
H: -3.625442 -1.303012 -3.443310
H: -3.917243 -2.896417 -4.118223
H: -1.319886 -4.367470 -2.794642
H: -2.252675 -4.580306 -4.294578
H: -0.531077 -4.171762 -4.335154
H: 3.175867 -0.155585 -3.238488
H: 3.055301 -2.002546 -0.816034
H: 4.448659 -0.971712 -1.235534
H: 2.933773 -0.214031 -0.756867
H: 3.146144 -3.185997 -2.962125
H: 3.097519 -2.299223 -4.503386
H: 4.528929 -2.194921 -3.478184
N: -0.346961 0.935189 3.053683
C: 0.737747 1.359091 3.762667
C: 0.586791 1.705321 5.094504
C: 1.638982 2.206776 5.864712
C: 2.878418 2.360375 5.314514
C: 3.082727 2.009828 3.963346
C: 4.374483 2.122081 3.400843
C: 4.573891 1.766319 2.107607
C: 3.467110 1.322407 1.364753
N: 2.239225 1.196807 1.819346
C: 2.026226 1.523352 3.150523
H: -1.136096 0.621742 3.593891
H: -0.206379 0.420719 2.196445
H: -0.391498 1.579603 5.543690
H: 1.461571 2.463498 6.900866
H: 3.715174 2.730486 5.891701
H: 5.184854 2.484677 4.021363
H: 5.543193 1.817825 1.632427
H: 3.632331 1.078678 0.328121
C: 3.434819 2.664666 -2.056814
P: 1.651666 2.349046 -1.782775
C: 1.025933 1.985861 -3.461026
C: 1.024523 4.067621 -1.709001
H: 3.590877 3.397931 -2.849923
H: 3.943881 1.739459 -2.329093
H: 3.879443 3.043738 -1.134766
H: 1.416780 2.725315 -4.162168
H: -0.063597 2.061637 -3.435875
H: 1.272819 0.987247 -3.801910
H: 1.270046 4.566043 -2.648254
H: 1.467195 4.626721 -0.889700
H: -0.057740 4.055285 -1.589350
I: 1.347163 -4.603366 -1.121876

Atomic forces in eV per Å
0.09 0.18 -0.50
0.01 0.00 0.01
0.01 -0.03 -0.01
-0.02 0.01 -0.08
-0.01 -0.06 -0.02
0.00 0.02 0.05
0.00 -0.04 -0.05
0.00 0.02 0.00
0.03 0.00 -0.02
0.03 0.01 0.00
0.01 0.05 0.02
0.04 -0.18 -0.08
0.04 -0.01 -0.04
0.01 0.04 -0.05
-0.04 -0.03 0.19
0.01 0.01 -0.07
-0.05 -0.03 0.06
0.06 0.03 -0.04
0.01 0.00 -0.04
-0.02 -0.01 0.01
0.01 0.03 0.00
0.02 -0.02 -0.02
0.00 0.03 -0.05
0.00 0.02 -0.01
-0.09 0.00 -0.08
-0.01 0.03 0.19
0.07 -0.03 -0.06
0.02 -0.10 0.08
-0.01 0.05 0.00
0.00 -0.03 0.00
-0.01 0.01 0.04
-0.04 0.03 -0.02
-0.02 0.04 -0.05
0.01 -0.07 -0.10
-0.01 0.11 0.00
0.00 -0.01 0.00
0.01 0.01 0.00
-0.01 0.00 0.00
-0.02 -0.01 -0.02
-0.01 -0.04 -0.01
0.02 0.05 0.05
-0.02 -0.03 -0.01
0.00 0.00 0.00
0.00 0.00 0.00
-0.02 0.02 -0.06
0.02 -0.02 0.00
0.03 -0.01 0.00
0.02 -0.01 0.02
0.00 0.00 0.00
0.00 0.00 0.01
-0.02 -0.04 -0.03
0.00 0.00 0.01
0.00 0.00 0.01
-0.01 0.02 0.00
0.00 0.01 -0.01
0.01 0.00 0.01
0.06 -0.07 -0.05
-0.02 0.03 -0.01
0.01 -0.01 -0.02
0.01 0.00 -0.03
-0.01 -0.02 -0.02
0.00 0.04 -0.07
-0.01 0.01 0.00
0.01 -0.02 0.01
0.00 0.00 0.00
0.00 0.00 0.01
-0.01 -0.03 0.02
0.01 0.01 0.00
0.00 0.00 0.03
-0.06 0.03 0.03
0.00 0.00 0.01
0.00 -0.02 0.04
-0.01 0.01 -0.01
0.01 -0.01 0.04
-0.03 0.07 0.05
-0.04 0.04 0.02
-0.01 0.04 -0.01
0.00 0.01 0.18
-0.03 -0.04 -0.07
0.01 -0.02 -0.02
0.00 0.01 0.00
-0.03 0.11 0.02
-0.04 0.03 0.00
0.01 0.00 0.00
0.01 0.00 0.00
0.00 0.00 0.01
0.02 -0.02 0.00
-0.01 0.00 0.01
-0.01 -0.01 -0.03
-0.01 0.07 -0.01
-0.06 0.05 0.07
0.04 -0.14 0.03
0.00 -0.01 0.01
-0.01 0.04 0.03
0.00 0.00 0.00
0.00 0.00 0.00
0.00 0.00 0.00
0.00 0.00 0.00
0.00 0.01 0.00
-0.02 -0.01 -0.09
-0.01 -0.02 -0.05
0.08 -0.21 0.20
-0.04 -0.05 0.05
0.06 -0.01 0.09
-0.01 0.00 0.00
0.00 -0.01 0.03
0.00 0.02 -0.01
-0.02 0.01 0.01
0.00 -0.02 0.02
0.05 -0.05 -0.01
0.00 0.01 0.01
0.01 0.02 0.08
-0.03 -0.01 0.01
-0.03 0.10 0.20

The gap between HOMO and LUMO (spin up / spin down) comes out at 5.506 / 5.464 eV. The value obtained for the LUMO energy (spin up / spin down) is -0.565 / -0.606 eV. As for the multiplicity: 2. As for the expectation value of S²: 1.131.

[2]
Entry from OMol25: the ion C3H4NO5P with charge -2 (ωB97M-V/def2-TZVPD).

Geometry (Å):
C: 2.092230 -0.333960 0.169734
C: 0.947433 0.081149 -0.408769
C: -0.234874 0.486969 0.393550
N: -1.006088 1.588266 -0.078658
O: -1.911776 2.008061 0.627555
O: -0.232301 -2.314394 0.184543
O: -2.330006 -1.071451 0.897159
O: -0.599932 2.158738 -1.138515
O: -1.532453 -0.955573 -1.538960
P: -1.203259 -1.184273 -0.078396
H: 3.077021 -0.595335 -0.369349
H: 2.295818 -0.436314 1.352987
H: 0.884615 0.051208 -1.513287
H: -0.246428 0.516906 1.500401

Atomic forces in eV per Å
2.16 0.01 1.75
1.95 0.84 0.72
0.07 -1.12 -0.34
1.91 1.14 -0.96
-0.02 0.16 -0.53
0.25 0.35 0.17
-0.83 0.09 0.68
-1.34 -0.60 1.31
0.22 0.30 0.02
-1.45 -1.80 -0.51
-1.98 0.15 0.36
-0.99 0.45 -2.72
-0.32 0.25 0.94
0.38 -0.23 -0.90

The gap between HOMO and LUMO comes out at 6.462 eV. As for the structure (SMILES): C=C[C@@H]([N+](=O)[O-])P(=O)([O-])[O-]. The value obtained for the LUMO energy is 6.646 eV. Its net charge is -2. The energy relative to the best compared isomer or geometry (same formula, charge and spin) comes out at 63.1 kcal per mole.

[3]
Entry from OMol25: the molecule C3H5N3 (ωB97M-V/def2-TZVPD).

Geometry (Å):
C: -1.498926 -0.059088 -0.054261
C: -0.007723 0.015807 -0.026351
C: 0.831943 1.096603 0.084023
N: 2.119839 0.665729 0.137295
N: 2.131969 -0.624443 0.060422
N: 0.857272 -1.027943 -0.038583
H: -1.909275 0.675815 -0.750103
H: -1.872287 -1.039613 -0.351070
H: -1.909922 0.171019 0.932212
H: 0.574022 2.143960 0.129158
H: 0.683090 -2.017847 -0.122740

Atomic forces in eV per Å
-0.08 -0.01 0.02
0.19 0.13 0.04
-0.12 0.01 0.00
-0.07 -0.14 -0.04
-0.03 0.12 -0.02
-0.10 -0.02 0.01
0.10 -0.07 0.03
0.11 0.00 0.00
0.04 -0.08 -0.06
0.08 -0.10 0.01
-0.12 0.15 0.03

The gap between HOMO and LUMO comes out at 10.289 eV. As for the structure (SMILES): Cc1cnn[nH]1. The value obtained for the LUMO energy is 0.784 eV. The energy relative to the best compared isomer or geometry (same formula, charge and spin) comes out at 22.8 kcal per mole.

[4]
Entry from OMol25: a structure of composition C20H26N8OSSeY (ωB97M-V/def2-TZVPD).

Geometry (Å):
Y: 0.027728 -0.064487 0.200866
C: 0.878792 -3.188548 -2.582446
C: -0.178635 -2.421317 -1.834602
C: -0.716553 -1.237050 -2.375212
C: -0.106509 -0.655252 -3.624915
C: -1.856875 -0.645240 -1.789074
C: -2.526114 0.498080 -2.517457
C: -2.377590 -1.165497 -0.582511
C: -3.646027 -0.627404 0.032173
C: -1.747344 -2.277149 0.028168
C: -2.278478 -2.820286 1.333683
C: -0.691320 -2.937975 -0.629106
C: -0.144223 -4.228542 -0.074090
H: 1.416503 -2.565080 -3.288532
H: 0.402663 -3.996475 -3.144128
H: 1.609767 -3.633952 -1.911522
H: 0.974818 -0.569568 -3.517750
H: -0.494226 0.332730 -3.845276
H: -0.308440 -1.302565 -4.480933
H: -1.896636 1.390064 -2.526639
H: -3.482111 0.767848 -2.086542
H: -2.706550 0.214125 -3.554021
H: -4.474406 -1.296267 -0.214788
H: -3.893554 0.369049 -0.311234
H: -3.582549 -0.577411 1.115294
H: -2.622655 -2.027877 1.993632
H: -1.514548 -3.372935 1.873096
H: -3.125092 -3.486167 1.151123
H: 0.705916 -4.039184 0.586807
H: 0.195920 -4.878810 -0.874963
H: -0.900046 -4.771628 0.484967
C: 3.469993 3.021353 3.400862
C: 2.677761 1.818291 3.730508
N: 2.725119 1.129652 4.818920
N: 1.851727 0.103811 4.630454
C: 1.253583 0.122437 3.440654
S: 0.124146 -0.962548 2.827966
N: 1.754466 1.243406 2.863290
N: 1.463810 1.642877 1.562865
H: 4.069400 3.282567 4.268464
H: 2.822580 3.861710 3.146385
H: 4.132799 2.812060 2.559538
H: 1.715285 -0.588100 5.349301
H: 1.019899 2.559592 1.581125
H: 2.353143 1.710215 1.057333
Se: 2.437099 -1.366248 -0.408108
C: 3.492493 -0.201260 0.480154
N: 4.103919 0.605541 1.042307
N: 0.846287 3.666349 -2.155596
C: 0.218883 2.895537 -1.266139
O: 0.494121 1.652013 -1.202615
C: -0.751225 3.470179 -0.383906
C: -1.326053 2.507140 0.425170
N: -1.598654 1.525810 0.988369
C: -1.096931 4.839713 -0.395475
N: -1.359388 5.960668 -0.390958
H: 1.534817 3.255795 -2.763322
H: 0.629289 4.646183 -2.241618

Atomic forces in eV per Å
0.13 -0.26 -0.38
0.05 0.12 0.05
-0.11 0.14 0.11
0.04 0.00 0.11
-0.05 -0.02 0.06
-0.09 0.00 0.07
0.03 -0.04 0.04
-0.02 0.02 -0.04
0.00 -0.04 0.02
-0.02 0.10 0.01
0.05 0.03 -0.03
-0.04 0.09 0.10
0.00 0.06 -0.04
0.01 -0.02 -0.01
0.01 -0.02 0.00
0.00 -0.04 -0.03
0.00 0.00 -0.01
0.00 0.00 -0.02
0.02 0.03 -0.03
-0.02 0.01 -0.02
0.01 0.00 -0.01
0.00 0.03 -0.01
-0.02 0.02 -0.01
-0.01 0.00 0.01
0.00 0.02 0.00
-0.03 -0.01 -0.01
-0.04 -0.04 0.00
0.00 -0.02 0.03
0.00 -0.04 0.01
0.02 -0.01 0.01
0.01 -0.01 0.01
0.03 0.00 0.02
-0.16 -0.05 -0.21
0.17 0.07 0.20
-0.15 -0.13 -0.18
0.14 0.32 0.13
-0.26 -0.29 -0.15
0.25 0.08 0.23
-0.13 -0.06 -0.19
0.00 0.04 -0.01
0.01 0.02 0.02
-0.02 -0.02 0.01
0.02 0.00 0.01
-0.06 -0.04 0.06
0.02 -0.06 0.05
0.07 -0.41 -0.30
0.38 0.43 0.26
0.01 -0.06 -0.01
0.01 -0.04 -0.02
-0.05 0.16 -0.01
-0.02 -0.11 0.05
0.23 0.04 -0.27
-0.11 -0.23 0.15
-0.25 0.19 0.05
-0.14 0.06 0.21
0.07 0.02 -0.12
0.00 -0.01 0.01
0.00 0.00 0.00

The gap between HOMO and LUMO comes out at 8.707 eV. The value obtained for the LUMO energy is -2.813 eV. Its net charge is +1. The energy relative to the best compared isomer or geometry (same formula, charge and spin) comes out at 0.0 kcal per mole.

no.,F_max (eV/Å),total energy (eV)
1,0.54,-102776.9085
2,2.93,-24190.0580
3,0.23,-7661.4659
4,0.63,-112354.1018